Computed, not measured: 17 unconnected molecules or ions with the total composition C78H199N9O26, with ωB97M-V with the def2-TZVPD basis set.

```
312
Properties=species:S:1:pos:R:3
C 5.26090 -0.31216 0.83449
O 6.00889 -1.35576 0.20121
C 7.37664 -1.55117 0.60200
C 8.10420 -2.60503 -0.22785
N 7.94853 -2.21663 -1.66390
C 8.44054 -3.19961 -2.61162
C 8.18078 -2.90267 -4.06727
O 6.86338 -3.20463 -4.48378
C 6.65991 -3.04718 -5.86142
H 5.16675 -0.44384 1.91716
H 4.25046 -0.33182 0.41032
H 5.58835 0.71247 0.59823
H 7.30775 -1.77647 1.67020
H 7.91565 -0.61234 0.42837
H 7.70641 -3.61420 -0.02990
H 9.18073 -2.63293 -0.04195
H 6.96513 -2.01215 -1.79399
H 8.03318 -4.20349 -2.38357
H 9.50936 -3.34561 -2.41617
H 8.92539 -3.40238 -4.69068
H 8.28326 -1.81654 -4.19873
H 7.20407 -2.23236 -6.34930
H 5.58343 -2.92783 -5.98858
H 6.90356 -3.97556 -6.40270
C -1.88412 4.27285 2.46987
O -1.48609 5.49272 2.97116
C -2.31104 6.15792 3.91885
C -1.87738 7.62501 4.18365
N -0.66536 7.63184 5.02116
C -0.16969 8.98486 5.29615
C 0.28197 9.75565 4.05660
O 1.18108 8.87586 3.33800
C 1.53915 9.44982 2.06418
H -2.90280 4.39707 2.07291
H -1.90800 3.49101 3.24372
H -1.22091 3.87750 1.69805
H -2.31912 5.59188 4.85890
H -3.36581 6.13071 3.60193
H -2.71613 8.15936 4.63918
H -1.61719 8.11405 3.23709
H 0.03103 7.21734 4.39258
H 0.64534 8.89606 6.02060
H -0.94266 9.56796 5.81124
H 0.82107 10.67612 4.29958
H -0.58775 9.94844 3.41864
H 2.25876 8.80590 1.56978
H 1.97284 10.43759 2.26217
H 0.62962 9.61794 1.47443
C -3.40185 0.70808 2.63324
O -4.56953 1.34601 3.06486
C -5.58688 1.57789 2.08660
C -6.85963 2.22689 2.69451
N -7.46242 1.56614 3.87543
C -7.97742 0.21442 3.62375
C -9.07870 0.02835 2.49932
O -8.56409 0.26004 1.18404
C -9.55683 0.38925 0.20059
H -2.68853 0.54988 3.44521
H -2.84295 1.34150 1.92455
H -3.69837 -0.23790 2.17213
H -5.78439 0.60162 1.62885
H -5.29032 2.22337 1.23666
H -7.66146 2.32567 1.96380
H -6.61180 3.26289 2.95124
H -6.80783 1.50135 4.64593
H -8.41602 -0.12251 4.57170
H -7.11809 -0.46696 3.51618
H -9.93560 0.67309 2.73399
H -9.47155 -0.99928 2.54709
H -10.40120 0.99631 0.54972
H -9.89165 -0.61200 -0.09794
H -9.17937 0.84520 -0.71535
C 2.06242 1.04818 3.07963
O 1.96562 0.64939 4.41991
C 3.15164 0.77055 5.20810
C 2.84547 0.57328 6.72042
N 2.37415 1.76466 7.40238
C 1.98033 1.57781 8.82038
C 1.33064 2.83681 9.43401
O 0.77791 2.48536 10.68891
C 0.20489 3.62966 11.33139
H 1.22775 0.82036 2.41144
H 2.98272 0.78802 2.54781
H 2.03143 2.13916 3.17828
H 3.68651 1.71488 5.09064
H 3.78083 -0.09904 4.97236
H 3.75870 0.26617 7.23980
H 2.08191 -0.21514 6.81850
H 1.58527 2.09993 6.85584
H 2.91583 1.35972 9.33806
H 1.27722 0.74020 8.91967
H 0.51875 3.28121 8.83541
H 2.06621 3.63704 9.59778
H -0.75803 3.38051 11.78989
H 0.19243 4.52269 10.70348
H 0.83310 3.90297 12.18725
C 4.19157 -0.27453 -3.61424
O 4.98890 0.90135 -3.56584
C 5.26661 1.35815 -2.29756
C 6.12895 2.59880 -2.42143
N 5.28097 3.68007 -2.99575
C 6.11109 4.80055 -3.50710
C 5.35860 5.95703 -4.26332
O 4.94201 5.47108 -5.52379
C 4.40205 6.48080 -6.37119
H 4.64975 -1.09614 -3.05364
H 4.03723 -0.50779 -4.66456
H 3.23495 -0.05487 -3.11684
H 5.73249 0.51188 -1.77089
H 4.29704 1.54468 -1.80604
H 7.01578 2.42824 -3.05582
H 6.52221 2.98920 -1.48100
H 4.87657 3.25933 -3.83592
H 6.91837 4.39392 -4.13048
H 6.46368 5.32491 -2.61821
H 5.98695 6.84791 -4.41688
H 4.53154 6.27842 -3.60655
H 3.86095 6.05901 -7.21672
H 5.14825 7.14298 -6.83210
H 3.71980 7.11661 -5.79971
C 5.29167 -3.27646 6.07261
O 4.23379 -3.17215 5.15916
C 4.70709 -2.98297 3.84899
C 3.56084 -2.67506 2.87084
N 2.56250 -3.73764 2.84615
C 3.08261 -5.00230 2.30668
C 1.98894 -5.72751 1.47520
O 2.51221 -6.96746 1.01526
C 1.66121 -7.65390 0.17906
H 4.89545 -3.43452 7.07350
H 5.87703 -2.34857 6.08927
H 5.97512 -4.11544 5.89040
H 5.12407 -3.96395 3.58482
H 5.50580 -2.23135 3.71647
H 3.83903 -2.37640 1.86075
H 3.09890 -1.78072 3.31145
H 2.33375 -3.93677 3.81576
H 3.47463 -5.64342 3.10782
H 3.96640 -4.88900 1.66470
H 1.53882 -5.13467 0.66732
H 1.15061 -6.02561 2.11706
H 0.83833 -8.16088 0.69669
H 2.29543 -8.43034 -0.26429
H 1.32545 -7.11813 -0.71599
C 1.88286 2.69856 -1.61701
O 0.68571 2.54935 -0.97055
C -0.35237 2.53971 -1.96791
C -1.61761 3.03794 -1.26148
N -2.80978 2.90466 -2.06809
C -2.73755 3.46506 -3.45193
C -2.77249 4.99284 -3.59199
O -4.15991 5.37333 -3.49037
C -4.35090 6.74359 -3.85021
H 2.16167 1.85541 -2.26836
H 2.65158 2.77659 -0.84768
H 1.97146 3.63139 -2.18945
H -0.45423 1.55748 -2.45467
H -0.12025 3.20362 -2.81448
H -1.45327 4.06143 -0.88243
H -1.75725 2.48582 -0.32687
H -3.61890 3.35411 -1.64830
H -3.62101 3.13680 -4.00035
H -1.88275 3.10952 -4.01890
H -2.37564 5.26367 -4.58141
H -2.09997 5.49925 -2.87930
H -3.71252 7.50372 -3.37845
H -5.36499 7.04896 -3.58450
H -4.25154 6.80695 -4.93819
C -5.77385 -2.79345 5.80565
O -6.18097 -3.88487 4.92514
C -6.21099 -3.60152 3.51887
C -4.91782 -2.97891 2.90902
N -3.87124 -3.98827 2.90390
C -2.56509 -3.47109 2.58072
C -1.39223 -4.51249 2.65122
O -1.50547 -5.56440 1.74987
C -1.49900 -5.26341 0.33782
H -5.96614 -3.03414 6.85327
H -6.24521 -1.82264 5.59487
H -4.69426 -2.64456 5.73668
H -7.04002 -2.90961 3.31347
H -6.48234 -4.56993 3.08867
H -4.63191 -2.13682 3.55028
H -5.14806 -2.59831 1.90013
H -4.20361 -4.83392 2.46385
H -2.46052 -2.69768 3.35107
H -2.53624 -3.03866 1.56821
H -1.26541 -4.96810 3.64213
H -0.43691 -3.99013 2.47172
H -1.47918 -6.17656 -0.27044
H -0.66010 -4.61206 0.07551
H -2.48575 -4.83605 0.11873
C -10.27837 -7.04131 -2.65211
O -9.17146 -7.10897 -3.48979
C -8.97185 -5.90382 -4.17529
C -7.54268 -5.89459 -4.68059
N -6.59986 -5.29874 -3.76708
C -5.24821 -5.31848 -4.35491
C -4.29010 -4.68912 -3.32806
O -2.95892 -4.54890 -3.79181
C -2.23627 -3.64052 -2.98563
H -10.25089 -7.95440 -2.06431
H -11.19659 -6.87231 -3.22183
H -10.18056 -6.18730 -1.96541
H -9.10420 -5.00963 -3.54860
H -9.66606 -5.86441 -5.02824
H -7.43864 -5.26671 -5.57403
H -7.29022 -6.89438 -5.08288
H -6.60241 -5.85461 -2.91371
H -5.21187 -4.73093 -5.27403
H -4.97498 -6.36786 -4.53093
H -4.17367 -5.24792 -2.38244
H -4.68689 -3.71357 -3.00860
H -2.13630 -3.91735 -1.92712
H -2.68041 -2.63524 -3.00687
H -1.27446 -3.52262 -3.48124
C -1.83949 -1.92870 6.04048
C -0.50046 -1.25305 5.70542
C 0.57886 -2.32933 5.48927
O -0.57764 -0.53112 4.49724
H -2.69609 -1.28975 5.82234
H -1.87286 -2.12047 7.11672
H -1.91923 -2.88308 5.51801
H -0.24423 -0.56160 6.52410
H 1.48098 -1.78567 5.20763
H 0.36954 -3.01083 4.66259
H 0.86291 -2.90148 6.37688
H 0.30572 -0.12748 4.42193
C 0.76012 -4.08916 -5.74953
C 1.50791 -2.90389 -6.33280
C 1.33786 -1.54789 -5.62470
O 2.86732 -3.22443 -6.25289
H 1.13006 -5.04065 -6.13681
H -0.31268 -4.05288 -5.95563
H 0.92150 -4.14357 -4.66343
H 1.28551 -2.83089 -7.40241
H 2.08754 -0.84646 -5.98880
H 1.46706 -1.76268 -4.56152
H 0.38423 -1.05462 -5.83874
H 3.01096 -3.66169 -5.39784
C 4.95033 3.88918 1.18595
C 4.47883 4.60330 2.46253
C 2.98939 5.01463 2.51921
O 4.61553 3.64570 3.48871
H 5.99190 3.56664 1.25130
H 4.86550 4.58707 0.35248
H 4.33856 2.99799 1.04262
H 5.21108 5.39588 2.68018
H 2.32208 4.15380 2.43683
H 2.71350 5.66537 1.68691
H 2.78141 5.59437 3.41954
H 4.09897 3.91225 4.25665
C 4.35220 -3.37822 -1.48666
C 4.37228 -4.61720 -2.42415
C 3.20609 -5.56707 -2.09689
O 4.15178 -4.25619 -3.71222
H 5.36787 -3.01029 -1.43695
H 4.09465 -3.70674 -0.47542
H 3.63027 -2.60505 -1.76698
H 5.31786 -5.18231 -2.36096
H 3.44589 -5.96888 -1.10751
H 3.22453 -6.38989 -2.81180
H 2.22077 -5.09486 -2.10507
H 4.98359 -3.90581 -4.06937
C -4.59056 -1.41559 -0.51207
C -4.19518 -0.44064 -1.62353
C -5.29800 0.61213 -1.96235
O -3.03741 0.26933 -1.16677
H -3.73826 -1.97272 -0.11304
H -5.35256 -2.14632 -0.78996
H -4.95831 -0.84700 0.34029
H -3.91618 -0.93810 -2.56269
H -5.06700 1.18106 -2.87013
H -5.36635 1.35303 -1.16298
H -6.27923 0.16902 -2.13947
H -2.94370 1.15529 -1.59589
C -2.66373 -0.35973 -6.97436
C -2.94794 0.49494 -5.73351
C -1.88788 0.32769 -4.59726
O -2.88558 1.85477 -6.15709
H -1.68339 -0.09075 -7.37121
H -3.40265 -0.19349 -7.76577
H -2.74468 -1.41386 -6.69583
H -3.94066 0.22153 -5.34404
H -1.64116 -0.72513 -4.43903
H -2.35894 0.67760 -3.68077
H -0.94544 0.85929 -4.74725
H -3.50406 2.04037 -6.87383
C 2.50064 1.85626 -6.93968
C 1.23869 2.18469 -6.13157
C 1.26501 3.63028 -5.75402
O 0.11628 2.04678 -6.96489
H 2.39017 0.94539 -7.53223
H 3.36292 1.75640 -6.27757
H 2.63573 2.67912 -7.64222
H 1.23835 1.54173 -5.23627
H 2.05537 3.80925 -5.01852
H 0.33600 3.99915 -5.31784
H 1.49400 4.23724 -6.63073
H -0.67275 1.81580 -6.46035
C 1.21699 -1.69282 0.68841
C 0.20554 -1.09149 -0.30672
C 0.62686 -1.23758 -1.75238
O -1.01319 -1.83760 -0.17263
H 2.06898 -1.01752 0.78067
H 1.47362 -2.68307 0.30956
H 0.75940 -1.83677 1.66658
H 0.03424 -0.03413 -0.06328
H 1.18362 -2.14621 -1.99889
H 1.29715 -0.38310 -1.92644
H -0.19745 -1.07429 -2.45162
H -1.68707 -1.25673 -0.57977
```

DFT total energy = -150745.2823 eV
Strongest force on any atom = 3.3 eV Å⁻¹
Highest occupied orbital energy = -8.0 eV
Total charge = 0
Frontier orbital gap = 8.324 eV